P:
Below is a cluster of 2 separate species, C4H5BrN2 in total, with properties calculated with ωB97M-V with the def2-TZVPD basis set.

Values from the calculation:
LUMO (spin up / spin down): -1.285 / -3.505 eV
net charge: 0
HOMO energy (spin up / spin down): -9.36 / -9.46 eV

Each line ends with the Löwdin charge.
Element x y z (Å)
C: 1.12541 -0.76228 0.83710  -0.1277
C: 0.68659 -1.14127 -0.47390  -0.1663
C: 0.19873 0.17832 1.21482  0.0676
C: -1.84722 1.18706 -0.11900  -0.0424
N: -0.36759 -0.40829 -0.78607  0.0304
N: -0.75402 0.36179 0.27083  -0.2157
Br: 4.68321 0.04641 -0.71341  -0.0029
H: 1.76794 -1.37883 1.46485  0.0842
H: 0.95232 -2.03931 -1.00365  0.1000
H: -1.95637 2.06545 0.45017  0.0631
H: -1.67518 1.38265 -1.16158  0.0762
H: -2.81382 0.50831 0.01985  0.1336



Q:
Below is the molecule C4H5BrN2, with properties calculated with ωB97M-V with the def2-TZVPD basis set.

Values from the calculation:
LUMO: 0.416 eV
net charge: 0
HOMO energy: -8.62 eV

Each line ends with the Löwdin charge.
Element x y z (Å)
C: -0.37258 2.20613 -0.03849  -0.2500
C: -0.73766 0.81812 0.17289  -0.2203
C: 1.48498 0.38524 0.19195  -0.5567
C: -0.02510 -1.56306 -0.15335  -0.0538
N: -0.09341 3.30070 -0.19222  0.1708
N: 0.33776 -0.08772 0.05461  -0.3290
Br: 2.87690 -0.84599 -0.06831  0.6683
H: -1.62418 0.42533 -0.56170  0.1737
H: -1.33180 0.84132 1.14014  0.1482
H: 0.27171 -1.85616 -1.15589  0.0753
H: 0.40927 -2.11308 0.66878  0.0622
H: -1.19590 -1.51083 -0.05841  0.1113



Short version: Q, P, most stable first.



P:
Below is the molecule C2H6N2OS2, with properties calculated with ωB97M-V with the def2-TZVPD basis set.

Values from the calculation:
LUMO: 0.389 eV
net charge: 0
SMILES: CN(S)C(=S)NO
HOMO energy: -8.83 eV

Each line ends with the Löwdin charge.
Element x y z (Å)
C: 1.54008 -1.10700 -0.31174  -0.1651
C: -0.67889 -0.08930 -0.13791  -0.8644
H: 1.43643 -1.83231 0.52251  0.0895
H: 2.60026 -0.74323 -0.37983  0.0804
H: 1.24700 -1.59223 -1.24187  0.0576
H: 1.38204 1.31878 1.70220  -0.1256
H: -1.05453 1.93601 0.16191  0.0932
H: -2.93961 0.06911 -0.27377  -0.0004
N: 0.68292 0.05466 -0.09284  -0.5524
N: -1.40844 0.99847 0.18584  -0.0897
O: -2.78213 0.99498 0.00421  -0.0521
S: 1.41166 1.52111 0.39742  0.8512
S: -1.43678 -1.52905 -0.53612  0.6778



Q:
Below is the molecule C2H6N2OS2, with properties calculated with ωB97M-V with the def2-TZVPD basis set.

Values from the calculation:
LUMO (spin up / spin down): -0.378 / -1.696 eV
net charge: 0
SMILES: C[C@@H](O)N=[SH]#S#N
HOMO energy (spin up / spin down): -8.70 / -7.95 eV

Each line ends with the Löwdin charge.
Element x y z (Å)
C: -0.06471 -1.51863 0.65608  -0.0362
C: 0.55484 -0.65016 -0.46059  -0.6213
N: -1.72518 1.54521 1.01962  -0.5458
N: 1.30014 0.34370 0.13529  -0.3053
O: -0.48051 -0.09679 -1.19217  -0.0892
S: 1.13330 1.91088 -0.39529  0.7320
S: -0.85352 2.71825 0.93690  0.5587
H: -0.65419 -0.83872 1.24692  0.0427
H: -0.79660 -2.25862 0.24541  0.0913
H: 0.83006 -2.06870 1.15246  0.1129
H: 1.24902 -1.19278 -1.14084  0.1630
H: -0.96140 0.49771 -0.69327  -0.0355
H: 0.46874 1.60863 -1.51052  -0.0675



Short version: P, Q, most stable first.